# 1
{
  "formula": "C5H7NO",
  "method": "the ωB97M-V functional and the def2-TZVPD basis",
  "relative_energy_kj_mol": 11.6,
  "charge": 0,
  "max_force_ev_per_a": 0.3,
  "homo_lumo_gap_ev": 10.28,
  "homo_ev": -9.430,
  "species": ["O", "N", "C", "C", "C", "C", "C", "H", "H", "H", "H", "H", "H", "H"],
  "xyz": [[-0.80200, -2.49499, 0.49925], [-0.15749, -0.92806, -0.99347], [0.55431, 1.29597, -0.23788], [-0.57002, -0.26315, 1.33283], [0.13572, 1.01625, 0.99072], [-0.50270, -1.33684, 0.26260], [0.49439, 0.31356, -1.36749], [-0.20308, -0.70571, 2.26394], [1.01652, 2.25344, -0.46643], [-1.63656, -0.05846, 1.50087], [-0.13245, -1.68630, -1.66162], [-0.01073, 0.75034, -2.24007], [1.53052, 0.10747, -1.67561], [0.28356, 1.73648, 1.79238]],
  "atomic_forces_ev_per_a": [[0.05, 0.30, -0.08], [0.00, -0.21, 0.10], [0.02, -0.06, 0.16], [0.01, -0.05, 0.06], [0.03, 0.07, -0.20], [-0.07, 0.00, -0.03], [0.06, 0.11, 0.01], [0.00, 0.06, -0.14], [-0.01, -0.16, 0.06], [0.12, -0.07, 0.01], [0.02, 0.07, 0.07], [0.04, -0.03, 0.17], [-0.13, 0.01, -0.05], [-0.12, -0.04, -0.14]],
  "nbo_charge": [-0.6181, -0.6139, -0.2022, -0.5455, -0.1764, 0.6848, -0.2467, 0.2429, 0.2141, 0.2437, 0.4034, 0.2030, 0.1992, 0.2118]
}

# 2
{
  "formula": "C17H35AsF12O21S2V3",
  "method": "the ωB97M-V functional and the def2-TZVPD basis",
  "relative_energy_kj_mol": 30.0,
  "s2": 0.760,
  "charge": -2,
  "max_force_ev_per_a": 6.3,
  "homo_lumo_gap_ev": [5.03, 5.94],
  "homo_ev": [-1.932, -2.835],
  "spin_multiplicity": 2,
  "species": ["As", "V", "V", "V", "S", "S", "F", "F", "F", "F", "F", "F", "F", "F", "F", "F", "F", "F", "O", "O", "O", "O", "O", "O", "O", "O", "O", "O", "O", "O", "O", "O", "O", "O", "O", "O", "O", "O", "O", "C", "C", "C", "C", "C", "C", "C", "C", "C", "C", "C", "C", "C", "C", "C", "C", "C", "H", "H", "H", "H", "H", "H", "H", "H", "H", "H", "H", "H", "H", "H", "H", "H", "H", "H", "H", "H", "H", "H", "H", "H", "H", "H", "H", "H", "H", "H", "H", "H", "H", "H", "H"],
  "xyz": [[-0.16058, -0.32900, -0.32274], [-0.04875, -3.61355, -2.17776], [-2.47037, 2.54967, -1.90552], [-0.95805, -1.93179, -5.41098], [-3.05349, -3.72301, -3.84185], [-3.60040, 0.22927, -4.34150], [-5.56586, 0.16149, -6.35523], [-5.10384, 2.21289, -5.59631], [0.99702, -1.45529, 0.41332], [-3.69941, 1.09469, -6.83672], [1.02336, -0.34735, 4.80192], [-0.01436, 0.89891, 0.99625], [-1.51990, -1.09127, 0.67930], [-0.36603, -1.54017, -1.62269], [-1.42478, 0.67011, -1.15692], [-0.54975, -0.59220, 3.47551], [-0.94583, -0.49587, 5.48001], [1.10257, 0.50041, -1.29392], [-2.15995, -4.42493, 4.05468], [-1.91712, -3.38943, -2.97490], [4.69788, -1.26888, -1.16589], [-3.59235, 2.31166, -0.78550], [-0.20912, -4.26180, -0.73871], [1.47295, -3.08570, -2.46092], [-3.04967, -5.16175, -4.09153], [-2.72373, 3.82555, -2.72818], [-0.68276, -1.41201, -6.88982], [0.07215, -1.39819, -4.24929], [-0.43531, 2.67500, -2.88443], [-0.87429, 2.02124, 5.41646], [-4.49654, -0.70035, -3.70684], [0.23633, 2.13402, 3.43208], [-1.17019, 3.67615, -0.54264], [-2.35768, -0.36201, -4.89344], [-3.23903, 1.27906, -3.36724], [5.60917, -0.18831, -3.76141], [0.64892, -3.37137, 6.45671], [-2.75466, -3.16083, -5.11982], [-4.32547, -3.23845, -3.33457], [-4.60221, 0.96327, -5.88131], [6.14714, 0.55747, -4.88934], [0.39160, 3.74275, -2.36175], [3.96338, -1.90274, -0.16195], [-1.30149, -4.29138, 5.20202], [-0.20113, -0.03016, 4.56594], [-0.06943, 4.38728, -1.05924], [2.06866, -3.27264, 6.46946], [-1.45539, 3.71489, 7.01666], [-1.16100, 3.86660, 0.87752], [0.01286, 2.09156, -4.08748], [-0.91365, 3.43119, 5.60042], [-0.26604, 1.49077, 4.35712], [-2.15052, -3.34002, 3.11061], [4.78516, 0.51034, -2.85405], [3.89358, -0.31368, -1.89474], [0.13572, -3.78663, 5.13119], [0.12900, 3.72379, 5.47645], [7.18395, 0.23979, -4.99986], [3.47270, 0.39434, -1.18082], [3.15441, -2.48094, -0.60842], [5.34077, 1.20840, -2.22786], [0.71841, 4.50494, -0.31523], [2.62258, -4.17915, 6.22551], [-0.52283, 5.35235, -1.28546], [-1.83136, -3.63723, 5.89443], [0.14467, -2.86407, 4.55076], [0.37407, 4.57471, -3.06577], [2.50636, -2.56540, 5.76496], [4.12804, 1.09704, -3.49598], [-1.21480, 4.84304, 1.35894], [5.60695, 0.19416, -5.76358], [-2.06752, 3.48992, 1.35126], [0.03426, 2.70154, -4.99056], [1.40825, 3.42740, -2.12711], [-1.76846, 4.75874, 6.99548], [6.11291, 1.64214, -4.78735], [-1.35972, 3.85075, 4.69870], [-0.66580, 3.70481, 7.76802], [-2.68446, -3.55288, 2.18449], [-1.06974, -5.24494, 5.67650], [-0.66161, 1.26602, -4.31482], [4.55028, -2.74580, 0.20262], [3.72597, -1.20778, 0.64352], [-0.38937, 3.22357, 1.30083], [-2.27005, 3.02733, 7.24402], [3.11827, -0.86563, -2.42611], [-2.55152, -2.40921, 3.51171], [0.99667, 1.69559, -3.83561], [-1.15851, -3.18499, 2.68637], [2.40380, -3.02736, 7.47724], [0.81522, -4.47089, 4.62308]],
  "atomic_forces_ev_per_a": [[-0.67, -0.56, 1.39], [-0.18, 3.25, -0.07], [-0.52, -2.82, 0.66], [-1.95, 0.50, 1.47], [-4.84, -4.02, -0.34], [0.44, -3.33, 1.42], [0.45, 0.69, 0.94], [0.14, -1.45, -0.24], [-0.92, 1.43, -0.44], [0.07, 0.34, -0.45], [3.18, -0.60, 0.99], [0.07, -1.23, -1.74], [1.98, 1.03, -1.63], [-0.41, 0.59, 0.86], [0.96, -0.48, 0.50], [-0.88, -1.37, -3.18], [-2.07, -0.72, 3.16], [-1.49, -0.78, 1.24], [1.08, -0.20, -0.12], [4.46, 0.60, 3.20], [0.42, 1.06, -0.80], [0.80, 0.99, -0.81], [0.74, 0.13, -1.17], [-2.23, -2.26, 0.66], [0.21, -0.84, 1.11], [-1.21, 2.09, -0.44], [0.56, -0.05, -1.45], [0.38, -0.71, -0.14], [0.11, 1.64, 1.80], [-0.40, -0.98, 0.28], [-0.05, 1.25, -1.26], [-1.20, -1.76, 2.38], [-0.02, -0.10, 1.69], [-2.00, 1.65, -0.04], [0.50, 1.52, -0.43], [0.82, -0.15, -0.08], [-0.02, -1.15, -1.05], [2.26, 3.50, -4.07], [1.11, -0.27, 0.59], [0.98, 0.45, 0.81], [-0.55, -1.33, 1.01], [0.20, -0.03, -0.46], [0.25, -1.21, -0.39], [0.00, 0.18, 0.71], [0.15, 2.10, -1.94], [-1.53, 0.30, -1.08], [0.20, -0.16, 0.06], [0.30, 0.66, -1.39], [-1.26, -1.95, 1.57], [0.54, -1.34, -0.08], [1.32, -0.25, -0.22], [0.85, 2.68, -1.00], [0.75, -0.01, -0.34], [-0.72, 0.32, -0.23], [1.45, -0.98, -0.46], [0.56, 2.32, -0.67], [0.15, 0.47, 0.37], [0.09, 0.11, 0.07], [-0.29, 0.10, -0.11], [-0.89, 0.74, 0.19], [0.53, 0.11, 0.01], [0.05, -0.29, -0.13], [-0.49, -0.70, -0.09], [0.53, 0.49, -0.02], [0.09, 0.01, 0.41], [0.19, 0.01, -0.32], [0.40, -0.27, -0.49], [-0.48, 0.57, -0.09], [-0.56, 0.37, 0.33], [0.85, 0.87, -1.25], [-0.10, 0.44, -0.20], [-0.36, -0.72, -0.81], [-0.01, 0.76, 0.36], [0.11, -0.58, -0.80], [-0.52, -0.05, 0.17], [-0.23, 0.01, 0.14], [-0.85, 0.30, 0.49], [-0.01, -0.55, -0.10], [-0.60, -0.65, 0.50], [-1.36, -0.54, -0.13], [0.17, -0.16, 0.22], [0.65, 0.33, 0.42], [-0.51, -0.17, 0.06], [0.30, 0.40, -0.03], [0.04, 0.25, 0.13], [-0.22, 0.15, -0.03], [0.08, 0.01, 0.27], [0.11, -0.26, -0.58], [0.30, 0.29, 0.43], [-0.35, 0.28, 0.04], [0.05, -0.30, 0.28]],
  "mulliken_spin": [-0.0006, 0.0282, 0.0003, 1.0378, -0.0121, 0.0039, -0.0001, 0.0001, 0.0002, 0.0002, 0.0000, 0.0000, -0.0004, 0.0112, -0.0011, 0.0000, 0.0000, 0.0003, 0.0000, -0.0021, 0.0000, 0.0000, -0.0016, -0.0074, 0.0005, 0.0000, -0.0183, -0.0436, 0.0012, 0.0000, 0.0014, 0.0000, 0.0000, -0.0144, 0.0002, 0.0000, 0.0000, 0.0143, 0.0011, 0.0020, 0.0000, 0.0000, 0.0001, 0.0000, 0.0000, -0.0001, 0.0000, 0.0000, 0.0000, -0.0054, 0.0000, 0.0000, 0.0000, -0.0001, 0.0014, 0.0000, 0.0000, 0.0000, 0.0000, 0.0003, 0.0000, 0.0000, 0.0000, 0.0000, 0.0000, 0.0000, 0.0000, 0.0000, 0.0000, 0.0000, 0.0000, 0.0000, 0.0002, -0.0001, 0.0000, 0.0000, 0.0000, 0.0000, 0.0000, 0.0000, 0.0027, 0.0000, 0.0000, 0.0000, 0.0000, -0.0006, 0.0000, 0.0003, 0.0000, 0.0000, 0.0000]
}

# 3
{
  "formula": "C4H10N5O",
  "method": "the ωB97M-V functional and the def2-TZVPD basis",
  "relative_energy_kj_mol": 549.0,
  "charge": 1,
  "max_force_ev_per_a": 5.1,
  "homo_lumo_gap_ev": [8.98, 8.98],
  "homo_ev": [-13.790, -13.792],
  "species": ["O", "N", "N", "N", "N", "N", "C", "C", "C", "C", "H", "H", "H", "H", "H", "H", "H", "H", "H", "H"],
  "xyz": [[0.07719, -1.97002, -1.15486], [-0.06582, -0.29306, 1.02659], [2.36706, 0.03586, 0.58509], [-1.71093, -0.44429, 0.08284], [-2.68061, -0.36165, 0.97443], [-1.71921, 0.58452, -0.84107], [-0.73597, 1.24613, -1.24173], [1.04156, -1.34353, -0.86070], [0.68577, 1.20268, -0.68687], [1.01616, -0.09176, 0.10810], [-2.60574, -1.05850, 1.60892], [-2.80647, 0.57339, 1.34559], [0.56735, 2.10543, -0.03519], [1.60035, 1.43995, -1.23646], [0.04709, -1.17535, 1.55525], [-0.93025, 2.02806, -1.98896], [2.56625, 0.92737, 1.08903], [2.67115, -0.65141, 1.35870], [1.95028, -1.42263, -1.42408], [-1.33521, -1.33119, -0.26463]],
  "atomic_forces_ev_per_a": [[-1.46, -1.06, 0.37], [-1.56, 0.50, 1.16], [1.03, -0.21, 3.18], [4.70, 1.93, 0.80], [-1.10, 2.08, -2.05], [-2.42, -0.55, -0.24], [2.62, 0.11, -0.31], [0.68, 2.70, -0.50], [-0.51, -0.11, 0.85], [-0.32, -0.60, -1.08], [-0.04, -2.59, 2.56], [0.09, -0.04, -0.05], [0.52, -0.79, 0.36], [-0.75, 0.02, -1.06], [-0.34, 0.16, -0.54], [-0.25, -0.42, 0.27], [-0.60, -0.55, -0.85], [-0.88, 0.77, -1.89], [1.10, -0.52, -0.24], [-0.50, -0.85, -0.73]],
  "nbo_charge": [-0.5213, -0.5592, -0.8179, 0.0368, -0.5223, -0.2693, 0.2143, 0.4533, -0.5141, 0.1073, 0.3885, 0.4103, 0.2768, 0.2847, 0.3608, 0.2444, 0.3927, 0.3949, 0.1566, 0.4828]
}